Below is a 8-piece molecular cluster, C33H74N2O20 overall, with properties calculated with ωB97M-V/def2-TZVPD.

Last column: Mulliken charge in e.
Geometry (Å):
C  1.138  -7.270  3.256  -0.77
C  1.088  -7.487  1.726  -0.18
O  0.022  -6.808  1.091  -0.42
C  0.251  -5.559  0.749  0.58
O  1.133  -4.867  1.167  -0.31
O  -0.825  -5.126  0.112  -0.46
C  -0.735  -3.770  -0.230  0.22
H  0.653  -6.342  3.529  0.02
H  2.186  -7.235  3.561  0.28
H  0.727  -8.130  3.783  0.35
H  0.964  -8.557  1.553  0.40
H  2.050  -7.269  1.259  0.13
H  0.212  -3.594  -0.747  -0.04
H  -0.737  -3.149  0.667  -0.03
H  -1.516  -3.491  -0.928  0.20
C  3.378  3.384  6.710  -1.22
C  3.225  2.425  5.553  -0.20
O  2.410  2.920  4.496  -0.23
C  2.873  3.962  3.787  0.53
O  3.863  4.581  4.070  -0.62
O  2.121  4.205  2.734  -0.40
C  0.979  3.343  2.443  -0.27
H  2.574  3.268  7.443  0.30
H  3.637  4.403  6.458  0.37
H  4.227  3.063  7.342  0.38
H  2.713  1.534  5.906  0.23
H  4.202  2.138  5.159  0.35
H  0.433  3.815  1.638  0.02
H  0.365  3.356  3.334  0.36
H  1.344  2.363  2.179  0.35
C  2.780  -1.037  -3.847  -0.51
C  2.308  -2.170  -2.959  0.45
O  3.415  -2.513  -2.087  -0.39
C  3.294  -3.666  -1.465  0.80
O  2.518  -4.515  -1.724  -0.58
O  4.228  -3.698  -0.517  -0.34
C  4.387  -4.939  0.146  -0.36
H  2.050  -0.246  -3.985  -0.50
H  2.954  -1.476  -4.832  0.37
H  3.725  -0.657  -3.470  0.36
H  2.029  -3.064  -3.510  0.50
H  1.474  -1.853  -2.326  -0.36
H  3.459  -5.250  0.629  -0.08
H  5.071  -4.824  0.992  0.29
H  4.841  -5.733  -0.449  0.34
C  0.326  2.583  -5.448  -1.32
C  0.016  1.258  -4.802  0.59
O  -1.404  1.087  -4.905  -0.33
C  -1.902  0.049  -4.283  0.91
O  -1.295  -0.733  -3.635  -0.61
O  -3.213  0.079  -4.453  -0.38
C  -3.980  -1.013  -3.918  -0.17
H  1.389  2.825  -5.414  -0.05
H  -0.250  3.390  -5.007  0.22
H  0.108  2.526  -6.520  0.53
H  0.321  1.301  -3.754  -0.34
H  0.501  0.414  -5.289  0.73
H  -4.815  -0.563  -3.393  -0.12
H  -3.371  -1.609  -3.239  0.15
H  -4.349  -1.657  -4.716  0.37
C  2.744  -1.878  2.337  -1.09
C  1.888  -1.428  3.510  -0.01
O  0.569  -1.951  3.376  -0.06
C  0.333  -3.221  3.668  0.74
O  1.153  -3.984  4.090  -0.62
O  -0.984  -3.387  3.663  -0.33
C  -1.459  -4.643  4.108  -0.84
H  3.644  -1.252  2.348  0.52
H  2.185  -1.759  1.413  0.11
H  3.123  -2.896  2.418  0.28
H  1.866  -0.347  3.407  -0.04
H  2.279  -1.765  4.469  0.39
H  -0.860  -5.073  4.911  0.39
H  -1.480  -5.399  3.312  0.25
H  -2.492  -4.514  4.421  0.31
C  3.014  3.100  -4.718  -0.98
O  2.005  3.933  -4.197  -0.27
C  2.344  4.489  -2.961  -0.87
C  1.902  3.605  -1.795  -0.69
N  0.440  3.351  -1.822  0.68
C  -0.406  4.496  -1.459  -1.22
C  -1.844  4.048  -1.306  0.75
O  -2.360  3.760  -2.588  -0.30
C  -3.702  3.307  -2.516  -0.88
H  3.920  3.664  -4.953  0.43
H  2.633  2.728  -5.672  0.38
H  3.186  2.244  -4.062  0.28
H  1.909  5.486  -2.857  0.37
H  3.428  4.671  -2.884  0.46
H  2.188  4.121  -0.879  0.48
H  2.314  2.602  -1.917  0.15
H  0.200  3.137  -2.788  -0.62
H  -0.356  5.259  -2.255  0.42
H  -0.069  5.066  -0.589  0.57
H  -2.435  4.886  -0.900  0.52
H  -1.911  3.194  -0.622  -0.75
H  -3.840  2.593  -1.695  0.51
H  -3.938  2.762  -3.431  0.27
H  -4.390  4.152  -2.405  0.31
C  -1.217  1.196  3.781  0.05
O  -1.796  2.333  3.211  -0.26
C  -3.087  2.177  2.690  -1.04
C  -3.349  1.002  1.822  -0.49
N  -2.933  1.283  0.440  0.82
C  -3.354  0.258  -0.519  -0.47
C  -4.815  0.273  -0.861  -1.02
O  -5.133  1.340  -1.686  -0.30
C  -6.513  1.418  -1.997  -1.03
H  -0.172  1.371  4.040  -0.17
H  -1.177  0.302  3.150  -0.15
H  -1.729  0.920  4.719  0.44
H  -3.451  3.140  2.327  0.34
H  -3.804  2.129  3.551  0.38
H  -4.401  0.741  1.877  0.48
H  -2.780  0.133  2.180  0.24
H  -1.930  1.409  0.405  -0.54
H  -3.094  -0.744  -0.126  0.33
H  -2.785  0.456  -1.434  0.00
H  -5.446  0.366  0.042  0.47
H  -5.153  -0.664  -1.325  0.63
H  -6.663  2.060  -2.855  0.32
H  -7.106  1.760  -1.135  0.30
H  -6.888  0.398  -2.214  0.37
C  0.082  0.212  -0.289  -0.11
O  0.129  1.496  0.232  0.35
H  0.998  -0.125  -0.794  0.26
H  -0.184  -0.480  0.513  0.20
H  -0.706  0.111  -1.055  -0.34
H  0.142  2.173  -0.492  -0.15

HOMO	-8.57	eV
SMILES	CCOC(=O)OC.CCOC(=O)OC.CCOC(=O)OC.CCOC(=O)OC.CCOC(=O)OC.COCCNCCOC.COCCNCCOC.CO
largest force on an atom	3.14	eV Å⁻¹
molar mass	818.9	g/mol
frontier orbital gap	9.2	eV
total charge	0
E_tot	-2915.94588	Ha
multiplicity	1


Below is a 4-piece molecular cluster, C43H82B2N6O7S2 overall, with properties calculated with ωB97M-V/def2-TZVPD.

Last column: Mulliken charge in e.
Geometry (Å):
C  2.040  -1.326  4.426  -0.92
B  1.476  -0.880  3.005  0.61
O  0.579  -1.765  2.371  -0.51
C  1.794  0.509  2.240  -0.03
N  0.681  1.277  1.865  0.11
C  0.780  2.463  1.174  0.00
C  -0.569  3.152  0.807  -0.97
C  -1.466  3.501  2.084  -0.64
C  -2.841  2.744  1.946  -0.81
S  -4.301  3.769  2.453  0.05
C  -5.657  3.091  1.372  -0.07
S  -5.694  3.607  -0.188  -0.11
N  -6.532  2.157  1.994  0.06
C  -5.650  0.992  2.385  -0.37
C  -6.400  -0.389  2.329  -0.70
O  -6.884  -0.709  1.024  -0.40
C  -7.142  0.469  0.235  -0.19
C  -7.623  1.700  1.107  -0.83
C  2.101  2.981  0.800  0.61
B  2.282  4.340  -0.050  0.46
N  1.652  4.367  -1.403  -0.70
O  2.965  5.467  0.400  -0.51
C  3.311  2.239  1.167  -0.76
C  3.133  0.962  1.911  0.27
C  4.418  0.170  2.281  -0.90
C  4.829  -0.697  1.024  -0.56
O  4.250  -2.025  1.216  -0.47
H  2.113  -2.451  4.416  0.27
H  1.331  -1.066  5.263  0.33
H  3.044  -0.915  4.688  0.32
H  0.365  -1.363  1.508  0.30
H  -0.251  0.921  2.102  0.33
H  -1.088  2.440  0.101  0.41
H  -0.443  4.104  0.236  0.30
H  -0.930  3.247  3.042  0.41
H  -1.686  4.603  2.090  0.46
H  -2.875  1.818  2.588  0.29
H  -3.066  2.393  0.898  0.48
H  -5.194  1.201  3.390  0.13
H  -4.842  0.945  1.593  0.36
H  -5.697  -1.153  2.753  0.38
H  -7.284  -0.324  3.019  0.30
H  -6.206  0.706  -0.351  0.20
H  -7.936  0.211  -0.508  0.36
H  -8.116  2.504  0.516  0.47
H  -8.424  1.282  1.787  0.34
H  1.010  3.570  -1.486  0.25
H  2.360  4.171  -2.126  0.31
H  3.358  5.882  -0.395  0.33
H  4.346  2.564  0.926  0.40
H  4.340  -0.447  3.204  0.09
H  5.219  0.939  2.485  0.44
H  4.386  -0.311  0.067  0.43
H  5.932  -0.771  0.859  0.37
H  3.459  -2.016  0.650  0.23
C  2.874  -6.575  -1.467  -1.80
C  3.398  -5.601  -2.543  1.68
C  4.003  -6.403  -3.707  -0.93
C  5.347  -7.028  -3.346  -0.63
C  6.317  -5.959  -2.854  -1.36
C  5.754  -5.111  -1.699  1.83
N  4.364  -4.623  -1.960  0.55
O  4.458  -3.596  -2.803  -0.48
C  5.791  -5.931  -0.390  -1.74
C  6.736  -3.955  -1.424  -1.77
C  2.110  -4.906  -3.030  -1.67
H  2.111  -7.231  -1.892  0.45
H  3.630  -7.243  -1.065  0.32
H  2.417  -6.036  -0.634  0.34
H  4.137  -5.756  -4.581  0.08
H  3.309  -7.189  -4.017  0.44
H  5.217  -7.808  -2.589  0.32
H  5.767  -7.525  -4.225  0.42
H  7.251  -6.435  -2.545  0.37
H  6.572  -5.310  -3.700  0.38
H  5.202  -5.448  0.394  0.28
H  6.813  -6.019  -0.014  0.50
H  5.447  -6.957  -0.505  0.30
H  6.912  -3.332  -2.302  0.35
H  7.715  -4.335  -1.124  0.46
H  6.372  -3.311  -0.618  0.26
H  1.662  -4.307  -2.232  0.43
H  1.365  -5.643  -3.338  0.44
H  2.273  -4.255  -3.890  0.18
C  -3.949  5.679  5.789  -1.56
C  -4.394  4.498  6.675  1.82
C  -5.909  4.288  6.526  -1.12
C  -6.718  5.370  7.234  -0.56
C  -6.317  5.459  8.703  -1.28
C  -4.803  5.652  8.911  1.65
N  -3.982  4.707  8.094  0.35
O  -4.016  3.525  8.698  -0.55
C  -4.418  7.113  8.582  -1.77
C  -4.501  5.536  10.419  -1.78
C  -3.663  3.296  6.040  -1.55
H  -4.188  5.477  4.742  0.26
H  -4.445  6.618  6.016  0.25
H  -2.870  5.839  5.856  0.39
H  -6.196  3.311  6.931  0.44
H  -6.180  4.267  5.466  0.20
H  -6.584  6.336  6.738  0.29
H  -7.784  5.137  7.160  0.41
H  -6.865  6.279  9.177  0.38
H  -6.647  4.544  9.207  0.38
H  -3.334  7.226  8.504  0.37
H  -4.755  7.791  9.369  0.49
H  -4.877  7.493  7.671  0.30
H  -4.824  4.584  10.841  0.36
H  -5.028  6.312  10.978  0.43
H  -3.432  5.653  10.616  0.44
H  -2.578  3.396  6.148  0.51
H  -3.881  3.233  4.970  0.07
H  -3.959  2.339  6.474  0.38
C  3.907  -2.589  -8.030  -1.67
C  2.643  -2.078  -7.310  1.61
C  1.750  -3.267  -6.938  -0.61
C  1.044  -3.870  -8.148  -0.75
C  0.249  -2.798  -8.888  -1.26
C  1.095  -1.569  -9.272  1.68
N  1.927  -1.062  -8.137  0.41
O  1.123  -0.381  -7.328  -0.57
C  1.997  -1.919  -10.478  -1.78
C  0.153  -0.486  -9.836  -1.78
C  3.213  -1.462  -6.010  -1.72
H  4.462  -3.272  -7.382  0.39
H  3.706  -3.156  -8.934  0.31
H  4.576  -1.764  -8.288  0.39
H  0.995  -2.956  -6.207  0.39
H  2.348  -4.040  -6.445  -0.06
H  1.767  -4.344  -8.818  0.32
H  0.368  -4.664  -7.820  0.40
H  -0.200  -3.236  -9.784  0.38
H  -0.587  -2.486  -8.251  0.38
H  2.760  -1.153  -10.634  0.36
H  1.411  -1.978  -11.398  0.49
H  2.484  -2.888  -10.396  0.30
H  -0.631  -0.203  -9.132  0.35
H  -0.357  -0.848  -10.731  0.43
H  0.708  0.414  -10.111  0.44
H  3.838  -0.592  -6.232  0.48
H  3.837  -2.183  -5.478  0.35
H  2.436  -1.151  -5.309  0.35

HOMO (spin up / spin down)	-10.12 / -10.48	eV
largest force on an atom	3.62	eV Å⁻¹
molar mass	880.9	g/mol
frontier orbital gap (spin up / spin down)	5.8 / 6.1	eV
total charge	+1
E_tot	-3388.53542	Ha
multiplicity	4


Below is a 2-piece molecular cluster, C6H16N2S overall, with properties calculated with ωB97M-V/def2-TZVPD.

Last column: Mulliken charge in e.
Geometry (Å):
C  -0.587  1.978  -0.546  -0.57
C  1.757  1.123  -1.953  -1.08
C  0.660  -1.743  -0.752  -0.51
C  -0.433  0.422  3.380  -0.84
C  0.143  -1.727  0.614  -0.15
C  -0.285  -0.971  2.757  -0.39
N  -0.720  0.529  -2.948  -0.60
N  -0.028  -0.701  1.323  -0.24
S  0.278  1.799  -2.174  0.24
H  -1.590  2.468  -0.715  0.35
H  -0.674  1.012  -0.135  0.09
H  2.436  1.445  -2.621  0.36
H  2.184  1.095  -0.932  0.26
H  0.830  -0.751  -1.241  -0.09
H  1.548  -2.429  -0.688  0.34
H  -0.092  -2.137  -1.443  0.29
H  0.391  0.515  4.093  0.26
H  -0.331  1.142  2.614  0.20
H  -1.440  0.643  3.788  0.28
H  -0.077  -2.683  1.043  0.39
H  0.043  2.755  -0.036  0.30
H  0.595  -1.475  3.238  0.27
H  -1.189  -1.687  3.062  0.30
H  -0.083  -0.014  -3.630  0.28
H  -1.425  1.055  -3.562  0.27

HOMO	-7.15	eV
largest force on an atom	3.60	eV Å⁻¹
molar mass	148.3	g/mol
frontier orbital gap	7.9	eV
total charge	0
E_tot	-745.73466	Ha
multiplicity	1